No. 1
Here is 2 unconnected molecules or ions with the total composition C4H5N3O3 from the Open Molecules 2025 dataset. Energies are from the ωB97M-V functional and the def2-TZVPD basis.

Cartesian coordinates (Å):
C -0.91150 -1.82043 0.67904
C 0.47493 -1.80850 0.43855
C -0.40227 0.19882 -0.20858
C -0.48095 1.47607 -0.89144
N -1.37267 -0.52246 0.28601
N 0.67107 -0.60133 -0.04400
N 3.60389 -0.19756 0.14712
O 4.71613 -0.11561 -0.36038
O 3.26067 0.02440 1.27081
O 2.61764 -0.51540 -0.71608
H -1.55816 -2.57322 1.00424
H 1.37904 -2.36368 0.59764
H -0.51494 2.33842 -0.30095
H 0.35284 1.48568 -1.47689
H -1.41921 1.48629 -1.50783

HOMO (alpha / beta) in eV: -9.693 / -9.514
LUMO energy (alpha / beta) in eV: -2.700 / -3.084

=====

No. 2
Here is a single C4H5N3O3 molecule from the Open Molecules 2025 dataset. Energies are from the ωB97M-V functional and the def2-TZVPD basis.

Cartesian coordinates (Å):
N -1.33991 -1.63275 -0.20130
N -0.66453 -0.86846 0.71724
C 0.10644 0.45219 -0.00908
C -0.01243 0.75995 -1.35783
C 0.72703 1.92886 -1.60649
O 1.21742 2.32576 -0.40784
C 0.85107 1.45692 0.54669
N 0.17186 -1.45176 1.74122
O 0.96044 -0.74102 2.32067
O -0.18851 -2.60353 1.90018
H -2.23028 -1.74676 0.13800
H -0.89454 -2.40046 -0.68478
H -0.53990 0.05775 -2.04588
H 0.87713 2.53394 -2.50089
H 0.95870 1.92938 1.45010

HOMO in eV: -8.925
Structure (SMILES): NN(c1ccoc1)[N+](=O)[O-]
LUMO energy in eV: 0.533

=====

No. 3
Here is a single C4H5N3O3 molecule from the Open Molecules 2025 dataset. Energies are from the ωB97M-V functional and the def2-TZVPD basis.

Cartesian coordinates (Å):
N -2.57717 -0.66394 -0.07830
C -1.42513 0.04735 -0.01213
O -1.41269 1.26961 0.06734
C -0.13971 -0.71471 -0.04657
N -0.12942 -1.99050 -0.23072
O 1.17186 -2.38111 -0.22568
N 1.98201 -1.30088 -0.02428
C 1.21654 -0.27387 0.12828
C 1.68394 1.15614 0.30944
O 1.15111 1.97750 -0.68495
H -2.54351 -1.69911 -0.05284
H -3.45495 -0.18261 -0.14372
H 1.48997 1.50478 1.32517
H 2.78299 1.17943 0.17440
H 0.20415 2.07193 -0.50543

HOMO in eV: -10.747
Structure (SMILES): NC(=O)c1nonc1CO
LUMO energy in eV: 0.001

=====

Q: Which energy values were calculated for the entries above? A: -14833.05869 -14835.23454 -14840.02987, in eV.
Q: Which ΔE to the lowest compared entry with this formula, charge and spin values were calculated for the entries above? A: 224.4 174.2 63.7, in kcal/mol.